Density functional theory data (ωB97M-V/def2-TZVPD) for a 3-piece molecular cluster, C36H66F4N5O6S2 overall in a non-equilibrium geometry.

```
119
Properties=species:S:1:pos:R:3:mulliken_charge:R:1
S -0.8882 -3.5873 -1.5847 -0.11
S -2.9239 -1.1085 -2.7172 1.88
F 2.0195 -2.1069 -5.1394 -0.30
F -3.3450 0.1456 -3.5458 -0.18
F 2.7476 0.2804 -5.8829 -0.25
F 0.6985 1.0073 -5.7543 -0.22
O -3.8240 -1.2345 -1.6442 -0.68
O 5.8997 -1.4322 4.5804 -0.58
O -5.0583 4.2210 -3.2244 -0.63
O -2.9647 -2.2102 -3.5807 -0.71
O -3.8269 0.9158 1.8272 -0.38
O -2.0022 1.4886 -1.3617 -0.22
N -1.1726 0.3901 -1.1698 0.45
N 4.9104 -3.7322 0.8195 -0.62
N -5.7979 3.4479 -3.9588 0.74
N -1.5262 0.6076 1.2948 -0.63
N 5.4735 -2.2184 5.5757 0.57
C -1.2808 2.6380 -1.8391 -0.10
C 6.1896 -4.0440 4.0729 -1.81
C -6.1227 2.1942 -1.8506 -2.15
C -0.4181 3.3109 -0.7669 -0.94
C 4.6454 -2.0460 7.8970 -1.67
C -5.2137 5.1205 -5.7269 -1.89
C 1.7995 3.2476 -2.1212 -1.36
C 3.4802 -3.9398 1.1021 -0.85
C -6.3116 4.2516 -5.1097 1.57
C -0.4651 -0.2682 -3.4174 -2.35
C 1.0670 2.9082 -0.8026 0.27
C 7.7748 -2.6692 7.3402 -0.52
C -7.4723 1.5770 -3.7539 -1.82
C -0.2084 -1.3643 -4.4913 -0.42
C 6.2352 -3.4923 5.4973 1.78
C 7.6847 -3.3281 5.9642 -1.29
C 0.7861 -2.0386 2.3414 -0.89
C -8.5449 4.4738 -3.8520 -0.47
C 1.1417 -1.1173 -5.1076 0.03
C 2.6273 -2.7157 0.6264 0.08
C -1.4124 -0.2718 0.1436 -0.39
C 1.5243 0.0282 -5.5842 0.50
C -6.8094 2.7940 -3.0742 1.99
C 5.0372 -0.0106 6.6604 -1.88
C -0.2689 -1.3168 0.1300 0.57
C 5.5798 -4.6019 6.3417 -1.85
C 7.0161 -1.3423 7.3572 -1.24
C -7.4801 5.1595 -4.7092 -1.26
C -1.2437 -0.7346 -2.1657 0.92
C -0.2956 -2.2949 1.2844 -1.26
C -6.7183 3.3110 -6.2623 -1.63
C -0.4573 -1.8475 -1.3488 -0.93
C -2.7068 0.7792 1.5810 0.84
C 5.5757 -1.4340 6.8345 1.66
C 2.1969 -1.7811 1.7771 -0.72
C -7.9121 3.7665 -2.6535 -1.34
H 8.8220 -2.4933 7.5934 0.41
H -7.0952 6.0167 -4.1468 0.38
H -6.8332 1.6410 -1.2370 0.45
H 2.3334 4.1942 -2.0900 0.39
H 0.6215 -0.6746 0.1334 -0.08
H 3.6387 -2.1774 7.4965 0.37
H 0.5486 -1.7597 -1.7706 0.43
H 0.5255 -1.1712 2.9541 0.34
H -7.5102 4.5191 -1.9675 0.37
H 1.1562 3.2698 -3.0053 0.31
H 5.0097 0.4970 7.6245 0.43
H 5.7430 -4.5037 7.4109 0.35
H 0.8241 -2.8835 3.0306 0.49
H -0.8065 2.9707 0.1997 0.27
H -8.0136 0.9875 -3.0136 0.49
H -0.6869 2.4412 -2.7345 0.06
H 3.2987 -2.1340 -0.0120 0.32
H 1.5802 3.4534 -0.0104 0.59
H -9.1196 3.7700 -4.4597 0.31
H 2.5338 2.4607 -2.3067 0.37
H -8.6851 3.2304 -2.0987 0.38
H 4.0210 -0.0204 6.2603 0.42
H 5.1547 -4.1658 3.7475 0.28
H 7.5776 -0.6264 6.7479 0.38
H 2.3379 -0.7333 1.5007 0.42
H 1.8116 -3.0487 -0.0262 -0.08
H -0.5112 4.3948 -0.7605 0.51
H -0.9533 -1.2795 -5.2813 0.53
H -0.1828 0.6697 -1.2500 -0.34
H -2.0465 3.3479 -2.1459 0.48
H -1.2688 -2.2204 1.7830 0.42
H -2.3018 -0.9104 0.1784 0.58
H -6.9216 3.8862 -7.1657 0.47
H 7.0123 -0.9365 8.3716 0.38
H 5.1573 -2.8383 1.2403 0.28
H 4.9811 -3.0002 8.2919 0.29
H -0.2186 -3.3348 0.9723 0.61
H -6.7262 0.9264 -4.2143 0.27
H 5.6591 0.5961 6.0026 0.35
H -5.3407 1.4959 -2.1579 0.44
H 4.5700 -1.3818 8.7585 0.47
H 4.9938 -3.5543 -0.1783 0.30
H -5.6718 2.9457 -1.2027 0.35
H 1.2321 1.8434 -0.5802 -0.26
H 2.8950 -1.9622 2.5999 0.49
H 6.6684 -5.0212 4.0191 0.45
H 7.3885 -3.3340 8.1176 0.30
H 4.5049 -4.6544 6.1595 0.36
H -5.9096 2.6152 -6.4939 0.34
H 3.1366 -4.8570 0.6291 0.35
H 6.0085 -5.5686 6.0773 0.48
H 3.3841 -4.0291 2.1854 0.29
H 8.1760 -4.3032 5.9946 0.39
H -4.8849 5.9173 -5.0612 0.36
H -7.9456 5.5724 -5.6066 0.39
H -1.0229 0.5443 -3.8839 0.80
H -0.2435 -3.9598 -2.7120 0.26
H -0.2786 -2.3694 -4.0922 0.23
H 6.6993 -3.4061 3.3519 0.35
H -4.3433 4.5206 -6.0008 0.43
H 0.5105 0.1497 -3.1473 0.64
H 8.2476 -2.7253 5.2445 0.35
H -9.2623 5.2172 -3.4997 0.41
H -7.6194 2.7341 -6.0748 0.29
H -8.2133 1.8354 -4.5045 0.35
H -5.5852 5.5991 -6.6325 0.43
```

Net charge: +1
Total energy: -3331.8282 a.u.
LUMO (spin up / spin down): -2.568 / -2.568 eV
Frontier orbital gap (spin up / spin down): 7.766 / 8.453 eV
Multiplicity: 3